Entry 1:
{"formula": "C17H51AgNO10S8", "method": "the ωB97M-V functional and the def2-TZVPD basis", "species": ["Ag", "C", "N", "O", "O", "H", "H", "H", "C", "S", "O", "C", "H", "H", "H", "H", "H", "H", "C", "S", "O", "C", "H", "H", "H", "H", "H", "H", "C", "S", "O", "C", "H", "H", "H", "H", "H", "H", "C", "S", "O", "C", "H", "H", "H", "H", "H", "H", "C", "S", "O", "C", "H", "H", "H", "H", "H", "H", "C", "S", "O", "C", "H", "H", "H", "H", "H", "H", "C", "S", "O", "C", "H", "H", "H", "H", "H", "H", "C", "S", "O", "C", "H", "H", "H", "H", "H", "H"], "positions_angstrom": [[-20.707, 1.217, 1.152], [-20.634, -2.905, 0.873], [-19.966, -3.372, 2.140], [-20.606, -3.581, 3.153], [-18.749, -3.657, 2.096], [-19.842, -2.541, 0.218], [-21.360, -2.134, 1.128], [-21.184, -3.725, 0.412], [-20.585, 5.182, 1.923], [-21.232, 4.161, 3.283], [-20.802, 2.722, 2.978], [-19.940, 4.635, 4.548], [-21.430, 5.240, 1.237], [-19.785, 4.617, 1.444], [-20.198, 6.156, 2.221], [-19.883, 5.710, 4.720], [-18.998, 4.120, 4.357], [-20.338, 4.258, 5.491], [-16.953, 1.728, 2.223], [-18.073, 0.585, 3.265], [-19.172, 0.031, 2.405], [-16.907, -0.797, 3.433], [-17.634, 2.424, 1.733], [-16.545, 1.141, 1.400], [-16.131, 2.235, 2.729], [-17.485, -1.668, 3.744], [-16.133, -0.751, 4.199], [-16.351, -0.925, 2.504], [-24.543, 0.630, 3.719], [-23.058, -0.433, 3.386], [-22.353, -0.115, 2.063], [-21.995, 0.311, 4.760], [-24.971, 0.509, 4.715], [-25.416, 0.459, 3.089], [-24.232, 1.661, 3.552], [-20.963, 0.044, 4.534], [-22.330, -0.004, 5.749], [-22.029, 1.399, 4.702], [-19.707, 4.106, -2.252], [-18.496, 3.624, -0.889], [-19.195, 2.730, 0.069], [-17.472, 2.317, -1.812], [-20.518, 3.380, -2.305], [-19.208, 4.293, -3.203], [-20.333, 4.965, -2.010], [-17.132, 2.774, -2.742], [-18.176, 1.541, -2.113], [-16.692, 1.930, -1.157], [-24.846, 2.451, -0.399], [-23.538, 3.513, 0.296], [-22.234, 2.740, 0.085], [-23.522, 4.871, -0.945], [-24.706, 1.430, -0.043], [-24.983, 2.469, -1.480], [-25.822, 2.709, 0.013], [-22.901, 4.581, -1.793], [-23.147, 5.821, -0.563], [-24.538, 5.081, -1.280], [-23.323, 2.732, -3.798], [-22.529, 3.229, -5.360], [-21.942, 1.879, -5.816], [-24.085, 3.435, -6.347], [-23.912, 1.820, -3.900], [-23.976, 3.558, -3.518], [-22.597, 2.445, -3.037], [-24.675, 2.519, -6.392], [-23.678, 3.920, -7.234], [-24.732, 4.158, -5.851], [-22.884, -0.184, -1.766], [-21.072, -0.360, -2.044], [-20.304, -0.348, -0.736], [-20.972, -1.988, -2.874], [-23.423, -0.038, -2.702], [-22.899, 0.662, -1.080], [-23.288, -0.971, -1.129], [-19.916, -2.247, -2.949], [-21.368, -2.082, -3.886], [-21.541, -2.633, -2.205], [-16.142, -1.915, -3.131], [-15.501, -1.275, -1.518], [-15.311, 0.256, -1.688], [-17.077, -1.627, -0.635], [-15.394, -1.621, -3.867], [-17.105, -1.534, -3.472], [-16.185, -3.004, -3.114], [-16.782, -1.384, 0.386], [-17.320, -2.686, -0.716], [-17.938, -0.992, -0.843]], "lowdin_charge": [0.663, 0.040, -0.399, 0.061, 0.020, 0.063, 0.064, 0.103, -0.238, 0.883, -0.630, -0.217, 0.009, 0.026, 0.064, 0.052, 0.058, 0.040, -0.190, 0.863, -0.606, -0.245, 0.004, 0.036, 0.060, 0.049, 0.060, 0.034, -0.250, 0.899, -0.635, -0.204, 0.058, 0.044, 0.042, 0.033, 0.057, 0.023, -0.219, 0.881, -0.651, -0.193, 0.025, 0.054, 0.033, 0.052, 0.045, 0.018, -0.242, 0.876, -0.615, -0.232, 0.047, 0.045, 0.056, 0.026, 0.050, 0.057, -0.298, 0.856, -0.581, -0.237, 0.051, 0.034, 0.024, 0.064, 0.046, 0.044, -0.233, 0.846, -0.594, -0.223, 0.052, -0.005, 0.063, 0.043, 0.066, 0.042, -0.258, 0.891, -0.583, -0.257, 0.045, 0.047, 0.050, 0.012, 0.059, 0.033], "energy_ev": -131086.6910, "total_charge": 1, "orbital_gap_ha": 0.3128}


Entry 2:
{"formula": "C19H27IN4O3PSTi", "method": "the ωB97M-V functional and the def2-TZVPD basis", "species": ["Ti", "C", "C", "N", "N", "C", "S", "N", "N", "H", "H", "H", "H", "H", "H", "I", "C", "C", "C", "C", "C", "C", "C", "C", "C", "C", "H", "H", "H", "H", "H", "H", "C", "C", "O", "P", "O", "C", "C", "O", "C", "C", "H", "H", "H", "H", "H", "H", "H", "H", "H", "H", "H", "H", "H", "H", "H"], "positions_angstrom": [[0.116, 0.107, 0.014], [-3.359, -3.965, 1.148], [-2.349, -3.237, 1.946], [-2.099, -3.382, 3.206], [-1.095, -2.508, 3.496], [-0.702, -1.815, 2.447], [0.524, -0.633, 2.260], [-1.489, -2.253, 1.447], [-1.350, -1.727, 0.155], [-3.876, -4.660, 1.805], [-2.894, -4.536, 0.342], [-4.097, -3.283, 0.721], [-0.740, -2.458, 4.443], [-2.258, -1.378, -0.159], [-1.092, -2.485, -0.481], [-0.700, -0.037, -2.701], [-1.869, 1.705, -2.445], [-2.549, 2.264, -3.488], [-3.277, 3.446, -3.243], [-3.281, 4.010, -1.995], [-2.565, 3.417, -0.928], [-2.541, 3.989, 0.369], [-1.836, 3.412, 1.399], [-1.132, 2.223, 1.182], [-1.116, 1.607, -0.082], [-1.840, 2.223, -1.150], [-2.540, 1.829, -4.479], [-3.825, 3.902, -4.056], [-3.833, 4.923, -1.810], [-3.095, 4.905, 0.543], [-1.832, 3.862, 2.382], [-0.611, 1.802, 2.034], [4.572, -1.258, 2.066], [4.321, -1.755, 0.667], [3.999, -0.606, -0.212], [2.627, -0.356, -0.901], [2.949, 0.415, -2.213], [4.246, 0.432, -2.960], [5.005, 1.692, -2.659], [1.891, 0.947, 0.020], [2.399, 2.358, 0.099], [3.612, 2.438, 0.987], [4.914, -2.088, 2.684], [3.664, -0.850, 2.514], [5.350, -0.497, 2.070], [3.497, -2.469, 0.618], [5.206, -2.202, 0.225], [3.938, 0.364, -3.998], [4.801, -0.461, -2.683], [4.414, 2.578, -2.892], [5.897, 1.717, -3.286], [5.333, 1.724, -1.620], [1.564, 2.929, 0.496], [2.596, 2.656, -0.929], [3.419, 1.989, 1.962], [3.844, 3.492, 1.146], [4.483, 1.966, 0.538]], "lowdin_charge": [0.614, 0.034, -0.264, 0.193, 0.101, -0.633, 0.807, -0.066, 0.049, 0.113, 0.104, 0.103, 0.196, 0.126, 0.133, 1.296, -0.542, -0.068, -0.004, 0.036, -0.131, 0.070, -0.014, -0.088, -0.263, -0.244, 0.126, 0.136, 0.141, 0.147, 0.134, 0.072, -0.053, -0.201, -0.260, 0.793, -0.303, -0.175, -0.048, -0.513, -0.160, -0.034, 0.102, 0.054, 0.097, 0.111, 0.135, 0.132, 0.120, 0.092, 0.106, 0.074, 0.118, 0.123, 0.094, 0.111, 0.072], "energy_ev": -83559.0824, "total_charge": 3, "orbital_gap_ha": 0.2415, "e_above_lowest_ev": 0.000}


Entry 3:
{"formula": "C5H38NO14", "method": "the ωB97M-V functional and the def2-TZVPD basis", "species": ["C", "C", "C", "C", "C", "N", "H", "H", "H", "H", "H", "H", "H", "H", "H", "H", "H", "H", "O", "H", "H", "O", "H", "H", "O", "H", "H", "O", "H", "H", "O", "H", "H", "O", "H", "H", "O", "H", "H", "O", "H", "H", "O", "H", "H", "O", "H", "H", "O", "H", "H", "O", "H", "H", "O", "H", "H", "O"], "positions_angstrom": [[-2.090, 1.945, 1.715], [-1.100, 1.020, 1.014], [-1.707, -0.294, 0.679], [-2.303, -1.106, 1.536], [-0.654, -0.487, -1.469], [-1.667, -0.693, -0.716], [-2.438, 1.504, 2.654], [-1.638, 2.900, 1.971], [-2.965, 2.123, 1.086], [-0.699, 1.526, 0.133], [-0.212, 0.858, 1.632], [-2.373, -0.879, 2.593], [-2.757, -2.059, 1.308], [-0.620, -0.762, -2.507], [0.271, -0.069, -1.095], [-2.496, -1.163, -1.056], [2.629, 0.184, 1.165], [2.897, 1.240, 2.326], [2.984, 1.087, 1.358], [-2.339, 1.235, -2.602], [-3.319, 0.482, -3.525], [-2.820, 0.372, -2.712], [1.479, -1.777, 0.042], [1.876, -1.946, 1.512], [2.161, -1.484, 0.699], [3.085, 1.823, -0.327], [3.431, 0.944, -1.548], [3.020, 1.815, -1.320], [3.389, -1.068, -0.506], [4.826, -0.810, -0.950], [3.927, -0.758, -1.266], [0.928, 3.627, 0.906], [1.912, 2.592, 1.524], [1.250, 3.289, 1.755], [1.099, 4.324, -1.483], [1.574, 2.864, -1.327], [0.794, 3.460, -1.215], [-2.011, -3.994, 0.008], [-1.177, -5.278, 0.446], [-1.188, -4.312, 0.452], [-4.292, -3.624, -0.566], [-3.513, -3.803, -1.864], [-3.416, -3.499, -0.947], [0.534, -3.839, 3.141], [-0.314, -3.542, 1.866], [0.275, -3.132, 2.541], [-0.163, -3.296, -0.605], [0.968, -3.220, -1.686], [0.395, -2.667, -1.130], [0.991, 1.536, -3.754], [1.678, 1.335, -2.378], [0.852, 1.150, -2.881], [1.810, 2.501, 3.682], [1.435, 1.080, 4.189], [2.177, 1.618, 3.865], [-0.683, 2.853, -2.047], [-2.080, 3.491, -1.927], [-1.612, 2.782, -2.386]], "lowdin_charge": [-0.066, -0.199, -0.271, 0.110, 0.085, 0.096, 0.076, 0.073, 0.086, 0.092, 0.114, 0.089, 0.061, 0.112, 0.105, 0.137, 0.025, 0.022, -0.097, 0.010, 0.054, -0.082, 0.033, 0.063, -0.078, 0.047, 0.037, -0.099, 0.010, 0.066, -0.044, 0.015, 0.004, -0.078, 0.079, 0.022, -0.059, 0.021, 0.094, -0.068, 0.082, 0.090, -0.033, 0.051, 0.001, -0.067, 0.037, 0.100, -0.060, 0.077, 0.009, -0.070, 0.051, 0.075, -0.043, 0.009, 0.068, -0.071], "energy_ev": -35952.6494, "total_charge": 1, "orbital_gap_ha": 0.3684, "e_above_lowest_ev": 2.433}


Entry 4:
{"formula": "C14H23BeF2N3O12S2", "method": "the ωB97M-V functional and the def2-TZVPD basis", "species": ["Be", "C", "C", "N", "C", "C", "N", "C", "C", "H", "H", "H", "H", "H", "H", "H", "H", "H", "H", "H", "N", "S", "O", "O", "F", "S", "O", "O", "F", "C", "C", "O", "O", "H", "H", "H", "C", "C", "O", "O", "H", "H", "H", "C", "C", "O", "O", "H", "H", "H", "C", "C", "O", "O", "H", "H", "H"], "positions_angstrom": [[-1.422, 1.732, 0.190], [1.599, -4.976, 1.592], [1.669, -4.693, 0.093], [2.213, -3.362, -0.148], [3.548, -3.067, -0.086], [3.719, -1.741, -0.232], [2.451, -1.235, -0.384], [1.551, -2.215, -0.390], [2.166, 0.171, -0.601], [1.026, -4.165, 2.049], [2.591, -4.999, 2.045], [1.093, -5.887, 1.908], [0.676, -4.695, -0.354], [2.313, -5.375, -0.462], [4.249, -3.843, 0.176], [4.578, -1.099, -0.268], [0.472, -2.058, -0.409], [1.241, 0.503, -0.124], [1.962, 0.324, -1.662], [2.933, 0.836, -0.215], [-0.723, 3.070, -1.780], [-1.616, 3.020, -3.241], [-1.296, 1.990, -4.174], [-2.204, 4.232, -3.717], [-2.874, 2.385, -2.511], [0.611, 3.508, -2.473], [0.680, 4.791, -3.111], [1.402, 2.432, -3.013], [1.482, 3.812, -1.160], [-1.059, -1.631, -3.207], [-1.815, -1.218, -1.959], [-2.734, -1.915, -1.500], [-1.469, -0.115, -1.429], [-1.003, -0.925, -4.039], [-1.527, -2.517, -3.651], [-0.008, -1.922, -3.084], [-5.358, 0.921, 0.545], [-3.909, 1.336, 0.566], [-2.999, 0.535, 0.862], [-3.623, 2.495, 0.199], [-5.587, -0.129, 0.722], [-5.820, 1.091, -0.433], [-5.937, 1.576, 1.200], [1.052, 4.413, 2.711], [0.197, 3.350, 2.085], [-1.004, 3.222, 2.357], [0.757, 2.624, 1.214], [2.083, 4.095, 2.884], [0.630, 4.797, 3.639], [1.222, 5.224, 1.999], [0.796, -0.401, 3.249], [-0.461, -0.958, 2.581], [-0.671, -0.699, 1.356], [-1.230, -1.697, 3.228], [1.539, -1.209, 3.219], [0.588, -0.231, 4.308], [1.260, 0.495, 2.840]], "lowdin_charge": [0.880, -0.057, -0.164, -0.056, -0.056, -0.013, -0.056, 0.041, 0.020, 0.089, 0.069, 0.075, 0.134, 0.116, 0.124, 0.129, 0.166, 0.072, 0.095, 0.104, -0.248, 0.522, -0.264, -0.275, -0.195, 0.423, -0.286, -0.307, -0.212, -0.044, -0.756, -0.042, -0.100, 0.059, 0.053, 0.044, -0.011, -0.721, 0.000, -0.037, 0.072, 0.072, 0.068, -0.031, -0.766, -0.014, -0.089, 0.065, 0.065, 0.074, -0.041, -0.757, -0.106, -0.079, 0.047, 0.057, 0.047], "energy_ev": -71438.3594, "total_charge": -2, "orbital_gap_ha": 0.2113, "e_above_lowest_ev": 0.008}


| no. | highest occupied orbital energy (eV) | F_max (eV/Å) |
| --- | --- | --- |
| 1 | -10.4 | 3.50 |
| 2 | -17.3 | 0.46 |
| 3 | -12.9 | 1.09 |
| 4 | -2.1 | 6.08 |